Entry 1:
The following is a DFT calculation (wB97M-V/def2-TZVPD) of a cluster of 11 separate species, C26H72O13S in total in a non-equilibrium geometry.

Last column: Löwdin charge in e.
CARTESIAN COORDINATES (ANGSTROEM)
C1 -0.894 -0.339 -3.852  -0.1324
C2 -1.503 -0.204 -2.367  -0.2428
C3 -0.896 -1.254 -1.324  -0.5989
S1 -1.196 -2.964 -2.067  0.7358
O1 0.531 -1.164 -1.143  -0.0919
C4 0.912 -0.008 -0.417  -0.3209
O2 0.872 0.124 0.810  0.1032
C5 1.510 1.239 -1.261  -0.1015
O3 2.869 0.963 -1.636  -0.2082
C6 2.956 0.225 -2.889  -0.0771
H1 -0.715 0.712 -4.240  0.0578
H2 0.132 -0.850 -3.776  0.0705
H3 -1.600 -0.897 -4.541  0.0751
H4 -1.306 0.865 -2.023  0.1034
H5 -2.623 -0.414 -2.424  0.1111
H6 -1.497 -1.225 -0.353  0.1259
H7 -2.397 -2.964 -2.753  -0.1106
H8 1.507 2.169 -0.591  0.1485
H9 0.829 1.488 -2.148  0.1207
H10 3.167 -0.862 -2.629  0.1125
H11 3.771 0.676 -3.556  0.1008
H12 1.996 0.245 -3.505  0.0745
C7 -1.962 -5.856 0.809  -0.0945
C8 -1.575 -7.310 0.628  -0.3180
O4 -1.973 -7.769 -0.661  -0.0969
H13 -3.042 -5.730 0.695  0.0783
H14 -1.667 -5.494 1.797  0.0758
H15 -1.486 -5.231 0.049  0.0333
H16 -2.069 -7.934 1.375  0.1113
H17 -0.493 -7.442 0.729  0.1088
H18 -1.525 -7.220 -1.316  0.0831
C9 6.309 2.700 -1.041  -0.0807
C10 6.863 1.413 -1.620  -0.3101
O5 6.054 0.311 -1.233  -0.0800
H19 6.269 2.643 0.049  0.0583
H20 6.927 3.555 -1.326  0.0768
H21 5.286 2.872 -1.389  0.0677
H22 7.876 1.233 -1.254  0.1119
H23 6.896 1.460 -2.714  0.0874
H24 5.163 0.472 -1.568  0.0387
C11 2.834 -1.466 3.558  -0.0853
C12 1.887 -0.878 4.584  -0.3207
O6 1.936 0.544 4.541  -0.0895
H25 3.858 -1.131 3.745  0.0765
H26 2.810 -2.558 3.584  0.0758
H27 2.567 -1.131 2.552  0.0578
H28 2.168 -1.196 5.590  0.1132
H29 0.858 -1.201 4.395  0.1012
H30 1.678 0.818 3.651  0.0796
C13 1.019 3.885 -6.232  -0.0866
C14 1.778 2.618 -5.894  -0.3215
O7 0.914 1.489 -5.982  -0.0985
H31 0.174 4.019 -5.551  0.0775
H32 1.669 4.761 -6.163  0.0742
H33 0.607 3.832 -7.244  0.0745
H34 2.169 2.666 -4.876  0.1055
H35 2.619 2.471 -6.580  0.1014
H36 0.579 1.447 -6.887  0.0882
C15 7.433 2.245 4.494  -0.0962
C16 6.803 2.808 3.236  -0.3251
O8 7.774 2.912 2.201  -0.0969
H37 8.255 2.884 4.830  0.0755
H38 6.697 2.166 5.298  0.0739
H39 7.856 1.254 4.306  0.0723
H40 6.402 3.806 3.423  0.1131
H41 5.986 2.167 2.888  0.1067
H42 8.119 2.026 2.034  0.0824
C17 -2.416 -0.272 5.495  -0.0871
C18 -2.143 0.863 4.528  -0.3259
O9 -1.234 1.794 5.107  -0.0898
H43 -2.833 0.113 6.429  0.0767
H44 -3.117 -0.991 5.065  0.0756
H45 -1.489 -0.794 5.750  0.0631
H46 -3.066 1.394 4.293  0.0877
H47 -1.713 0.486 3.593  0.1032
H48 -0.415 1.317 5.305  0.0612
C19 -5.794 4.058 4.062  -0.0976
C20 -5.987 3.209 5.303  -0.3120
O10 -4.852 2.376 5.514  -0.0987
H49 -5.640 3.426 3.186  0.0753
H50 -6.661 4.697 3.888  0.0568
H51 -4.905 4.689 4.161  0.0750
H52 -6.862 2.565 5.192  0.1128
H53 -6.131 3.838 6.188  0.1081
H54 -4.084 2.952 5.620  0.0817
C21 -4.844 -9.725 -2.033  -0.0953
C22 -5.027 -10.548 -0.774  -0.3261
O11 -3.887 -11.371 -0.555  -0.0878
H55 -4.693 -10.375 -2.899  0.0759
H56 -5.716 -9.092 -2.216  0.0722
H57 -3.958 -9.089 -1.952  0.0547
H58 -5.899 -11.199 -0.865  0.1096
H59 -5.167 -9.902 0.098  0.1058
H60 -3.121 -10.788 -0.467  0.0760
C23 5.769 3.731 -6.022  -0.0922
C24 6.530 2.465 -5.683  -0.3157
O12 5.668 1.334 -5.768  -0.0930
H61 4.925 3.865 -5.340  0.0695
H62 6.419 4.607 -5.954  0.0756
H63 5.357 3.677 -7.034  0.0718
H64 6.921 2.514 -4.666  0.0941
H65 7.370 2.318 -6.369  0.1111
H66 5.333 1.290 -6.672  0.0790
C25 -10.655 3.839 1.975  -0.0955
C26 -9.460 4.475 2.657  -0.3237
O13 -8.254 3.863 2.213  -0.1009
H67 -10.692 2.768 2.187  0.0774
H68 -11.587 4.298 2.314  0.0742
H69 -10.584 3.948 0.889  0.0718
H70 -9.524 4.346 3.739  0.1128
H71 -9.411 5.547 2.440  0.1094
H72 -8.199 3.988 1.257  0.0875

Atoms 1-6, force components in eV/Å:
0.4 0.4 0.9
0.3 -0.2 -0.4
-2.3 0.3 -1.0
0.4 -0.4 0.2
-0.5 1.3 0.8
0.4 1.9 2.0

Results
* total charge: 0
* electronic energy: -2409.92044 Ha
* orbital gap: 0.35954 Eh
* SMILES: CC[C@@H](S)OC(=O)COC.CCO.CCO.CCO.CCO.CCO.CCO.CCO.CCO.CCO.CCO

---

Entry 2:
The following is a DFT calculation (wB97M-V/def2-TZVPD) of a structure of composition C26H73Cu5N5O12P in a non-equilibrium geometry.

Last column: Löwdin charge in e.
CARTESIAN COORDINATES (ANGSTROEM)
Cu1 0.078 -0.191 -2.955  0.4154
Cu2 -0.158 -1.853 2.382  0.4791
Cu3 2.376 1.484 -2.419  0.5648
Cu4 0.756 -3.012 -1.523  0.5804
Cu5 2.945 -1.408 -1.068  0.6007
P1 0.407 -0.653 -0.143  0.1025
O1 -0.525 -1.341 -1.176  -0.3587
O2 -0.300 0.088 0.957  -0.3142
O3 1.344 0.294 -0.969  -0.3898
O4 1.274 -1.855 0.439  -0.3758
C1 -1.238 4.912 0.259  -0.0604
C2 -1.299 3.486 0.802  -0.2601
O5 -0.458 2.641 -0.002  -0.1534
H1 -2.227 5.330 0.069  0.0754
H2 -0.720 4.956 -0.699  0.0732
H3 -0.741 5.546 0.989  0.0761
H4 -2.312 3.077 0.821  0.0980
H5 -0.915 3.487 1.825  0.1128
H6 -0.387 1.762 0.420  0.0250
C3 5.124 -1.620 2.279  -0.0714
C4 3.634 -1.907 2.340  -0.3240
O6 3.343 -3.082 1.587  -0.0784
H7 5.386 -0.954 3.107  0.0843
H8 5.431 -1.089 1.371  0.0610
H9 5.732 -2.517 2.370  0.0854
H10 3.101 -1.021 1.972  0.0853
H11 3.350 -2.053 3.386  0.1149
H12 2.557 -2.912 1.056  -0.0025
C5 -4.857 0.347 2.978  -0.0602
C6 -3.735 0.311 1.988  -0.3081
O7 -2.492 0.104 2.685  -0.1127
H13 -4.520 0.988 3.795  0.0861
H14 -5.097 -0.643 3.357  0.0818
H15 -5.721 0.870 2.570  0.0794
H16 -3.650 1.279 1.467  0.0907
H17 -3.798 -0.385 1.141  0.0996
H18 -1.792 0.180 2.023  0.0060
C7 2.051 1.877 3.517  -0.0422
C8 1.462 0.721 4.324  -0.3822
C9 1.061 1.234 5.697  -0.2212
O8 2.261 1.578 6.362  -0.1851
C10 2.017 2.032 7.676  -0.0989
N1 0.248 0.211 3.662  0.0636
H19 3.132 2.004 3.603  0.0868
H20 1.557 2.828 3.726  0.0908
H21 1.933 1.735 2.429  0.0522
H22 2.211 -0.050 4.504  0.1316
H23 0.648 0.400 6.282  0.1366
H24 0.343 2.061 5.648  0.1337
H25 1.672 1.232 8.334  0.0935
H26 1.288 2.854 7.693  0.0910
H27 2.936 2.497 8.027  0.0931
H28 -0.575 0.764 3.889  0.0848
H29 0.334 0.349 2.663  0.0028
C11 -2.652 -4.852 2.193  -0.0394
C12 -2.420 -4.159 0.828  -0.3752
C13 -3.740 -4.061 0.074  -0.2061
O9 -4.507 -3.012 0.615  -0.2213
C14 -5.874 -3.074 0.234  -0.0694
N2 -1.898 -2.809 1.134  0.0643
H30 -1.651 -4.973 2.606  0.0736
H31 -3.169 -5.803 2.093  0.0846
H32 -3.264 -4.197 2.810  0.0875
H33 -1.682 -4.745 0.277  0.1347
H34 -4.335 -4.975 0.164  0.1303
H35 -3.534 -3.876 -0.995  0.1267
H36 -5.944 -3.148 -0.856  0.0942
H37 -6.330 -2.166 0.616  0.0910
H38 -6.387 -3.940 0.664  0.0976
H39 -2.714 -2.202 1.240  0.0701
H40 -1.508 -2.419 0.275  0.0320
C15 -2.115 2.571 -4.624  -0.0406
C16 -2.503 2.212 -3.193  -0.3726
C17 -3.713 1.278 -3.221  -0.2144
O10 -4.303 1.084 -1.965  -0.1785
C18 -4.958 2.213 -1.405  -0.0721
N3 -1.431 1.430 -2.514  0.0562
H41 -1.568 1.725 -5.048  0.0705
H42 -1.491 3.465 -4.636  0.0830
H43 -2.967 2.746 -5.279  0.0856
H44 -2.719 3.092 -2.591  0.1320
H45 -3.448 0.273 -3.564  0.1359
H46 -4.386 1.617 -4.023  0.1331
H47 -4.348 3.125 -1.395  0.0770
H48 -5.276 1.977 -0.398  0.0849
H49 -5.779 2.483 -2.081  0.1018
H50 -1.971 0.860 -1.858  0.0810
H51 -0.822 1.966 -1.894  0.0551
C19 4.432 1.972 0.390  -0.0369
C20 3.535 3.191 0.249  -0.4050
C21 4.306 4.373 -0.322  -0.2301
O11 5.194 4.810 0.666  -0.1824
C22 5.634 6.139 0.475  -0.0863
N4 2.393 2.888 -0.626  0.0561
H52 3.909 1.203 0.967  0.0606
H53 5.306 2.247 0.981  0.1005
H54 4.771 1.669 -0.607  0.0813
H55 3.255 3.573 1.237  0.1482
H56 3.626 5.144 -0.706  0.1309
H57 4.918 4.050 -1.185  0.1337
H58 6.108 6.228 -0.512  0.0942
H59 6.427 6.368 1.182  0.0945
H60 4.809 6.846 0.574  0.0936
H61 2.066 1.967 -0.326  0.0120
H62 1.553 3.416 -0.385  0.0817
C23 1.627 -6.124 -5.611  -0.0488
C24 1.858 -4.761 -6.247  -0.4196
C25 0.692 -3.820 -6.062  -0.1996
O12 0.491 -3.539 -4.694  -0.1899
C26 -0.672 -2.869 -4.359  -0.1058
N5 3.050 -4.178 -5.589  0.0247
H63 2.548 -6.699 -5.584  0.0823
H64 0.891 -6.705 -6.174  0.0877
H65 1.174 -5.986 -4.629  0.0732
H66 2.081 -4.841 -7.316  0.1431
H67 -0.182 -4.231 -6.588  0.1397
H68 0.863 -2.872 -6.601  0.1321
H69 -0.785 -2.999 -3.286  0.0594
H70 -1.587 -3.130 -4.898  0.1173
H71 -0.585 -1.763 -4.531  0.0837
H72 3.413 -3.414 -6.151  0.0716
H73 3.821 -4.833 -5.531  0.0702

Atoms 1-6, force components in eV/Å:
-1.2 0.5 0.5
-0.9 0.1 0.4
-0.3 0.7 1.1
-0.5 0.5 0.4
-0.6 0.3 1.0
0.1 -0.9 0.3

Results
* total charge: +2
* electronic energy: -10754.29786 Ha
* orbital gap: 0.19901 Eh

---

Question: Which of these has the highest total charge?
Answer: C26H73Cu5N5O12P